# 1
ORCA calculation (wB97M-V/def2-TZVPD) on a molecular structure, C26H31ClGeN6O8SW.

Geometry as XYZ:
```
75
Properties=species:S:1:pos:R:3:forces:R:3:mulliken_spin:R:1
W -0.49242 -0.07759 -0.07673 0.2 2.3 -0.5 0.996
N -4.95578 -6.53098 -2.76146 0.0 0.1 -0.1 0.000
C -4.46512 -5.29225 -2.41284 0.0 -0.1 0.0 0.001
C -5.33258 -4.27241 -2.01195 0.0 0.1 0.0 0.000
C -4.84206 -3.02082 -1.69500 0.0 -0.1 -0.1 0.002
C -3.47839 -2.77447 -1.78723 0.1 -0.3 0.0 0.003
C -2.59936 -3.78166 -2.18260 0.0 0.1 -0.1 0.001
C -3.09080 -5.02797 -2.49755 0.0 0.0 0.0 -0.006
S -2.85678 -1.25115 -1.24798 -0.1 -0.3 0.2 0.006
O -3.96110 -0.34274 -1.15119 0.1 0.0 0.1 0.003
O -1.68279 -0.90849 -2.06335 -0.2 0.0 0.0 0.008
N -2.08236 -1.53138 0.16425 -0.3 0.5 0.1 0.010
C -2.49863 -1.01722 1.38685 -0.4 -0.2 -0.1 0.043
N -1.60293 -0.07960 1.73613 0.1 -0.3 0.2 -0.017
C -1.66444 0.47155 2.93472 -0.2 0.2 0.3 0.052
C -2.70267 0.11324 3.78154 0.2 0.1 -0.1 -0.017
C -3.61297 -0.81766 3.31023 -0.1 0.0 0.1 0.039
N -3.52010 -1.40918 2.11489 0.1 0.0 -0.1 -0.018
H -5.88767 -6.77013 -2.47524 0.0 0.0 0.0 0.000
H -4.31219 -7.29994 -2.80974 0.0 0.0 0.0 0.000
H -6.39643 -4.46756 -1.94893 0.0 0.0 0.0 0.000
H -5.50687 -2.22872 -1.37963 0.0 0.0 0.0 0.000
H -1.53713 -3.58105 -2.25044 0.0 0.0 0.0 0.003
H -2.41294 -5.81157 -2.81557 0.0 0.0 0.0 0.000
H -0.90055 1.19504 3.18990 0.0 0.0 0.0 0.003
H -2.79047 0.54867 4.76493 0.0 0.0 0.0 0.000
H -4.45578 -1.11812 3.92273 0.0 0.0 0.0 0.003
O 3.36244 -4.96229 -3.50305 -0.1 0.0 0.1 0.001
C 2.50664 -5.32206 -2.43363 0.0 0.0 0.0 -0.008
C 1.85504 -4.09673 -1.86647 0.0 0.0 0.0 0.076
C 0.99523 -4.22518 -0.74876 0.0 -0.1 0.0 0.052
C 0.37839 -3.12070 -0.25015 -0.1 0.2 -0.1 -0.012
N 0.55578 -1.87328 -0.76153 0.4 -0.5 0.1 0.127
C 1.43976 -1.73423 -1.78679 0.1 0.1 -0.1 0.088
C 2.06863 -2.85045 -2.37425 0.0 0.0 0.0 0.025
C 1.71247 -0.38198 -2.14011 0.1 0.0 0.0 0.140
C 2.72586 0.00900 -3.02532 0.0 0.0 0.0 0.011
C 3.04171 1.32996 -3.19062 0.1 0.0 0.0 0.093
C 4.17949 1.74381 -4.08570 0.0 0.0 0.0 -0.007
O 5.41079 1.12581 -3.72502 -0.1 0.0 0.0 0.006
C 2.31551 2.27986 -2.43649 0.0 0.1 -0.1 0.016
C 1.31759 1.86719 -1.61222 -0.1 -0.1 0.0 0.080
N 0.96846 0.55727 -1.46522 0.1 -0.1 -0.1 0.075
H 3.82166 -5.74828 -3.80678 0.0 0.0 0.0 0.000
H 3.06196 -5.82534 -1.63397 0.0 0.0 0.0 0.003
H 1.72556 -6.01241 -2.77487 0.0 0.0 0.0 0.003
H 0.82049 -5.18616 -0.28080 0.0 0.0 0.0 0.014
H -0.29214 -3.19555 0.59190 0.0 0.0 0.0 0.023
H 2.73114 -2.72289 -3.21635 0.0 0.0 0.0 0.005
H 3.29346 -0.74702 -3.55086 0.0 0.0 0.0 0.006
H 4.26871 2.83433 -4.08179 0.0 0.0 0.0 0.001
H 3.99040 1.43162 -5.11340 0.0 0.0 0.0 0.008
H 5.53230 1.23560 -2.77612 0.0 0.0 0.0 -0.002
H 2.53512 3.33739 -2.50879 0.0 0.0 0.0 0.010
H 0.74654 2.56889 -1.02652 0.0 0.0 0.0 0.001
O 2.47408 0.46521 3.00975 -0.2 0.2 -0.4 0.002
Cl 1.87670 -0.05372 1.82841 -0.5 -0.3 0.2 0.006
O 2.82888 -0.33411 0.80246 -0.3 0.2 0.3 0.000
O 1.03561 -1.19772 2.11865 0.7 0.2 0.0 0.011
O 0.86885 1.00208 1.28201 0.3 -1.1 -0.1 -0.011
C -3.83939 2.69276 -2.44958 -0.2 0.0 0.1 -0.001
Ge -1.94055 2.34060 -2.21665 0.3 0.2 0.3 0.018
C -1.30589 1.48802 -3.85154 0.0 -0.2 -0.1 0.006
C -1.11726 4.13345 -2.23685 0.0 0.1 0.1 0.013
C -1.54316 1.52511 -0.45093 0.1 -0.6 -0.3 -0.041
H -3.97447 3.11623 -3.44686 0.0 0.0 0.0 0.000
H -4.17705 3.42347 -1.71179 0.0 0.0 0.0 0.000
H -4.44765 1.79552 -2.35270 0.0 0.0 0.0 0.000
H -1.07329 2.29103 -4.55418 0.0 0.0 0.0 0.001
H -2.08691 0.85743 -4.27700 0.0 0.0 0.0 0.000
H -0.41904 0.87267 -3.70896 0.0 0.0 0.0 -0.001
H -1.77927 4.80948 -2.78381 0.1 0.0 0.0 -0.001
H -0.15156 4.11315 -2.74455 0.0 0.0 0.0 -0.002
H -0.97269 4.53981 -1.23318 0.0 0.0 0.0 0.001
H -2.17615 2.03234 0.29249 0.1 0.0 0.0 0.046
```
Forces are in eV/Å.

Output
**LUMO (alpha / beta)**: 0.0040 / -0.0189 Eh
**<S²>**: 2.02
**E_tot**: -4941.921098 a.u.
**Molecular weight**: 879.54 g/mol
**Charge**: 0
**Multiplicity**: 3
**Energy relative to the best compared isomer or geometry (same formula, charge and spin)**: 24.2 kcal/mol


# 2
ORCA calculation (wB97M-V/def2-TZVPD) on 5 unconnected molecules or ions with the total composition C26H31F12NO12.

Geometry as XYZ:
```
82
Properties=species:S:1:pos:R:3:forces:R:3:lowdin_charge:R:1
N -0.77599 0.15626 -6.59744 0.1 0.9 0.5 0.118
C -0.95301 -0.24758 -5.26675 -0.6 0.7 -0.3 -0.257
C -0.43938 -1.36165 -4.80787 0.7 -1.2 0.1 0.055
C -0.59745 -1.82782 -3.41800 -1.1 3.0 -0.6 -0.400
O -0.15395 -2.84762 -3.05341 1.3 -3.5 0.8 0.126
C -1.30480 -0.92959 -2.47741 0.3 -0.6 -0.2 0.068
C -1.83030 0.18683 -2.90631 -1.3 1.3 -0.2 -0.161
C -2.49796 1.12646 -1.93898 0.6 0.9 0.1 -0.122
C -1.37937 1.69818 -1.03573 0.1 -1.0 -0.1 -0.138
C -0.17031 2.25407 -1.81832 0.1 0.2 -0.5 -0.074
C 1.11069 1.48663 -1.53748 -1.3 0.5 -1.0 -0.532
O 1.70195 1.66982 -0.54242 1.1 0.2 2.1 0.137
O 1.57961 0.57748 -2.40954 -0.1 -0.2 -0.9 0.127
C -1.75584 0.60299 -4.33880 1.0 -2.2 1.0 -0.316
O -2.28584 1.58823 -4.70605 -1.3 2.6 -1.3 0.159
H 0.20203 0.41940 -6.68141 0.0 -0.2 -0.5 0.104
H -1.30957 1.01274 -6.73424 0.0 -0.1 -0.2 0.087
H 0.11153 -1.97967 -5.50075 0.1 -0.4 0.1 0.134
H -1.37687 -1.14071 -1.42323 0.2 -0.6 0.1 0.144
H -3.24560 0.62190 -1.33897 0.0 -0.2 0.1 0.107
H -2.99943 1.95105 -2.44002 0.0 -0.1 -0.3 0.116
H -1.01829 0.84942 -0.45259 0.0 0.1 0.3 0.109
H -1.74448 2.41402 -0.30662 -0.1 0.2 -0.1 0.119
H -0.32591 2.32771 -2.89828 -0.3 0.0 0.0 0.113
H 0.01147 3.26652 -1.47503 0.2 0.1 0.0 0.125
H 1.12522 0.63799 -3.26136 -0.1 -0.1 0.2 0.097
C -6.68491 -2.18892 -5.65675 -0.2 0.3 0.0 -0.058
C -5.85029 -2.25827 -4.39591 0.0 -0.5 -0.4 -0.197
O -5.77940 -0.97206 -3.75315 0.1 0.2 0.3 0.024
C -6.80482 -0.65139 -2.96816 0.2 -0.6 -0.4 -0.395
O -7.76627 -1.32721 -2.75432 0.0 0.3 0.2 0.178
C -6.55126 0.71855 -2.32539 0.0 0.9 0.2 -0.529
F -6.07699 1.60741 -3.21337 0.0 -0.3 0.1 0.161
F -5.64175 0.61252 -1.33691 -0.2 -0.2 -0.2 0.152
F -7.66375 1.23276 -1.80205 0.1 -0.3 -0.1 0.175
H -6.30442 -1.41501 -6.32450 0.1 -0.1 0.0 0.084
H -6.66715 -3.14544 -6.17809 0.0 0.0 0.0 0.084
H -7.72093 -1.93925 -5.42748 0.0 -0.1 0.0 0.079
H -4.82449 -2.52935 -4.64015 0.1 0.2 0.1 0.122
H -6.22958 -3.00922 -3.70384 -0.1 0.2 0.1 0.126
C 3.66248 1.39474 1.45019 0.1 0.1 0.5 -0.074
C 5.09310 1.34960 1.94232 -0.2 -0.4 -0.6 -0.185
O 5.29103 2.27363 3.03411 0.2 0.2 0.4 0.041
C 4.93336 1.83354 4.23038 0.0 -0.4 -0.8 -0.401
O 4.47197 0.75785 4.47939 0.0 0.1 0.4 0.169
C 5.22888 2.90026 5.29255 0.1 0.6 0.5 -0.531
F 4.85433 4.12714 4.89398 0.0 -0.3 0.0 0.159
F 6.54234 2.95729 5.57438 -0.2 -0.2 -0.1 0.162
F 4.57735 2.62843 6.42816 0.1 -0.1 -0.2 0.156
H 3.38060 2.41122 1.18372 0.1 0.0 -0.1 0.081
H 3.53654 0.75723 0.58209 0.1 0.0 0.0 0.066
H 2.97331 1.06115 2.22755 0.0 -0.1 0.0 0.078
H 5.77286 1.66483 1.15246 0.1 0.2 0.2 0.127
H 5.38481 0.34276 2.23858 0.0 0.3 0.2 0.102
C 0.05383 3.49048 6.98759 -0.3 -0.1 -0.2 -0.057
C 1.05433 2.36646 6.82105 0.2 0.5 0.4 -0.194
O 0.42712 1.19589 6.26637 -0.1 -0.3 -0.2 0.038
C 0.29929 1.17807 4.94419 0.4 0.5 0.5 -0.395
O 0.65205 2.03790 4.19111 -0.2 -0.2 -0.2 0.166
C -0.33751 -0.14626 4.50031 -0.4 -0.7 -0.2 -0.533
F -1.37708 -0.48320 5.28134 0.2 0.2 -0.1 0.161
F 0.55773 -1.14427 4.55938 -0.1 0.3 0.0 0.169
F -0.78353 -0.07073 3.24178 0.1 0.1 0.2 0.160
H -0.79743 3.15910 7.58377 0.1 0.0 0.1 0.083
H 0.51892 4.34452 7.47906 0.0 0.0 0.0 0.083
H -0.33415 3.81585 6.02201 0.1 0.0 0.0 0.078
H 1.44613 2.07033 7.79212 -0.1 -0.3 -0.1 0.129
H 1.90159 2.66973 6.20852 -0.1 -0.1 -0.2 0.111
C 1.43771 -3.74646 -0.86680 0.1 0.1 0.5 -0.065
C 2.85168 -4.26347 -0.71769 -0.4 -0.2 -0.4 -0.187
O 3.60872 -3.43742 0.18868 0.3 0.1 0.2 0.033
C 3.45794 -3.69338 1.48306 -0.3 -0.3 -0.6 -0.395
O 2.75924 -4.53984 1.95722 0.1 0.1 0.3 0.172
C 4.35887 -2.75904 2.30340 0.3 0.5 0.6 -0.521
F 4.30383 -1.49450 1.85101 -0.1 -0.5 0.0 0.149
F 5.64199 -3.16039 2.23348 -0.2 0.0 -0.1 0.163
F 4.00403 -2.74773 3.58734 0.0 -0.1 -0.3 0.176
H 1.44506 -2.70069 -1.16751 0.1 0.0 -0.1 0.071
H 0.89630 -4.32212 -1.60900 0.0 0.0 0.0 0.070
H 0.89974 -3.80854 0.08089 0.0 -0.1 0.0 0.085
H 3.37028 -4.21489 -1.67363 0.2 0.2 0.1 0.126
H 2.86822 -5.30322 -0.39183 0.0 0.1 0.2 0.125
```
Forces are in eV/Å.

Output
**LUMO**: -0.0590 Eh
**E_tot**: -3165.422444 a.u.
**Molecular weight**: 777.50 g/mol
**Charge**: 0
**Multiplicity**: 1
**SMILES**: NC1=CC(=O)C=C(CCCC(=O)O)C1=O.CCOC(=O)C(F)(F)F.CCOC(=O)C(F)(F)F.CCOC(=O)C(F)(F)F.CCOC(=O)C(F)(F)F